No. 1
# C31H49BrF3N5O3

A 2-piece molecular cluster, C31H49BrF3N5O3 overall (the ωB97M-V functional and the def2-TZVPD basis, the Open Molecules 2025 dataset).

```
92
Properties=species:S:1:pos:R:3
H 0.057 -2.563 -4.455
N 0.397 -3.512 -4.223
C -0.573 -4.168 -3.622
C -0.250 -5.713 -3.217
C -2.051 -3.544 -3.312
C -1.974 -2.334 -2.228
N -1.117 -1.253 -2.606
C -1.152 -0.272 -1.554
C -0.287 1.044 -1.800
Br 0.680 1.193 -3.554
C -0.175 2.194 -0.734
C 0.738 3.500 -1.023
C 1.965 3.640 0.058
C 3.347 3.755 -0.771
C 4.644 3.288 0.082
C 4.785 1.678 -0.180
C 5.654 1.075 1.034
C 6.138 -0.448 0.760
C 6.825 -0.953 2.149
C 8.234 -0.207 2.436
C -0.949 2.095 0.662
C -0.819 3.231 1.797
C -1.242 4.705 1.307
C -1.879 5.643 2.446
C -1.229 5.477 3.907
C -1.829 0.804 0.872
C -2.654 0.590 2.257
C -1.985 -0.560 3.152
O -2.920 -1.679 3.308
C -1.574 -0.082 4.625
F -2.758 0.450 5.251
F -0.567 0.917 4.532
F -1.050 -1.194 5.377
C -1.928 -0.350 -0.219
N -2.774 -1.468 0.109
C -2.814 -2.463 -0.919
C -3.796 -3.722 -0.616
C -3.156 -4.800 0.389
C -1.563 -4.962 0.286
O -3.488 -4.379 1.760
H 0.648 -5.782 -2.504
H -1.225 -6.105 -2.737
H -0.064 -6.256 -4.211
H -2.681 -4.425 -2.959
H -2.418 -3.084 -4.294
H 1.240 3.479 -2.048
H 0.060 4.440 -1.025
H 1.830 4.636 0.635
H 1.923 2.727 0.756
H 3.334 3.086 -1.719
H 3.520 4.829 -1.162
H 5.555 3.751 -0.459
H 4.589 3.553 1.193
H 3.743 1.198 -0.272
H 5.315 1.526 -1.196
H 6.539 1.784 1.228
H 4.989 1.131 1.975
H 5.177 -1.041 0.508
H 6.890 -0.473 -0.119
H 6.110 -0.612 2.991
H 6.899 -2.096 2.136
H 9.075 -0.869 2.031
H 8.350 -0.085 3.570
H 8.326 0.820 1.944
H -1.412 3.005 2.747
H 0.292 3.284 2.128
H -1.914 4.688 0.368
H -0.265 5.232 0.963
H -1.731 6.753 2.141
H -3.020 5.487 2.461
H -1.221 6.458 4.526
H -0.158 5.063 3.860
H -1.895 4.720 4.480
H -2.869 1.568 2.803
H -3.685 0.184 1.915
H -1.044 -0.984 2.652
H -2.445 -2.446 3.715
H -4.239 -4.173 -1.574
H -4.695 -3.251 -0.054
H -3.691 -5.808 0.196
H -1.255 -5.356 -0.743
H -1.268 -5.785 1.045
H -0.995 -4.016 0.610
H -2.649 -4.004 2.125
N -4.286 -0.929 -5.291
C -5.385 -1.691 -5.079
N -6.271 -1.705 -6.105
O -5.563 -2.316 -4.045
H -4.119 -0.408 -6.133
H -3.603 -0.893 -4.550
H -7.103 -2.261 -5.985
H -6.143 -1.199 -6.962
```

Its multiplicity is 1. As for the frontier orbital gap: 7.320 eV. Its SMILES is [H]/N=C(/C)Cc1nc2c(Br)c(CCCCCCCCC)c(CCCC)c(C[C@H](O)C(F)(F)F)c2nc1C[C@@H](C)O.NC(N)=O. As for the charge: 0. The value obtained for the energy is -4583.39471 hartree.

Atom charges from the Mulliken analysis, given in e for atoms 1 to 2: atom 1 (H): 0.288, atom 2 (N): -0.722

---

No. 2
# C31H49N4O2PbS2

C31H49N4O2PbS2 as an isolated structure (the ωB97M-V functional and the def2-TZVPD basis, the Open Molecules 2025 dataset).

```
89
Properties=species:S:1:pos:R:3
Pb -0.485 -0.063 -0.020
C 1.427 -1.651 -0.516
C 1.180 -1.873 0.854
C -0.171 -2.412 0.947
C -0.619 -2.607 -0.397
C 0.321 -2.109 -1.313
C 0.344 -2.276 -2.812
C 1.153 -3.540 -3.135
C 1.003 -1.063 -3.479
C -1.078 -2.416 -3.363
C -1.047 -2.959 2.071
C -0.861 -2.273 3.425
C -0.783 -4.466 2.205
C -2.534 -2.764 1.712
C 2.300 -1.679 1.870
C 2.575 -3.000 2.600
C 2.015 -0.544 2.862
C 3.611 -1.290 1.163
H 2.368 -1.356 -0.936
H -1.511 -3.135 -0.666
H 2.172 -3.442 -2.772
H 1.181 -3.708 -4.209
H 0.705 -4.407 -2.660
H 2.032 -0.940 -3.153
H 0.451 -0.155 -3.237
H 1.005 -1.190 -4.559
H -1.554 -3.319 -2.990
H -1.051 -2.479 -4.448
H -1.674 -1.548 -3.085
H 0.127 -2.430 3.839
H -1.577 -2.680 4.137
H -1.052 -1.204 3.335
H 0.249 -4.660 2.477
H -0.982 -4.968 1.261
H -1.430 -4.892 2.968
H -2.729 -1.730 1.428
H -3.151 -2.999 2.576
H -2.854 -3.414 0.904
H 1.762 -3.282 3.259
H 3.476 -2.907 3.203
H 2.726 -3.800 1.878
H 1.052 -0.639 3.345
H 2.041 0.412 2.345
H 2.784 -0.532 3.631
H 3.938 -2.068 0.478
H 4.386 -1.160 1.915
H 3.507 -0.348 0.629
C -2.222 5.176 -0.246
S -2.516 3.368 -0.031
O -3.984 3.257 -0.195
C -2.256 3.281 1.766
C -1.224 3.931 2.418
C -1.060 3.760 3.782
C -1.928 2.949 4.492
C -2.955 2.293 3.832
C -3.113 2.450 2.467
H -2.903 5.711 0.405
H -2.454 5.412 -1.281
H -1.190 5.418 -0.026
H -0.536 4.560 1.880
H -0.252 4.264 4.288
H -1.810 2.829 5.558
H -3.635 1.660 4.379
H -3.904 1.940 1.939
C 1.563 4.331 -3.959
C 2.137 3.423 -2.934
C 3.312 2.727 -3.064
C 3.720 1.888 -2.003
N 2.984 1.740 -0.920
C 1.855 2.418 -0.784
S 0.879 2.355 0.585
N 1.446 3.267 -1.786
C 5.001 1.145 -2.060
H 2.193 4.374 -4.841
H 1.458 5.336 -3.551
H 0.573 3.979 -4.247
H 3.906 2.822 -3.956
H 0.582 3.774 -1.632
H 5.497 1.280 -3.016
H 4.827 0.088 -1.877
H 5.654 1.496 -1.262
N -4.113 -1.246 -1.353
C -3.845 0.067 -1.159
N -4.873 0.905 -1.073
O -2.678 0.489 -1.052
H -5.046 -1.551 -1.569
H -3.357 -1.875 -1.558
H -5.826 0.596 -1.121
H -4.649 1.875 -0.802
```

Its multiplicity is 1. As for the frontier orbital gap: 7.718 eV. For the relative energy (zero: lowest compared OMol25 entry of this formula, charge and spin), the calculation gives 93.54 kJ/mol. As for the charge: +1. The value obtained for the energy is -2569.23532 hartree.

Atom charges from the Mulliken analysis, given in e for atoms 1 to 2: atom 1 (Pb): 1.056, atom 2 (C): 0.000

---

No. 3
# C31H50BrN6S2Si2TcTe

C31H50BrN6S2Si2TcTe as an isolated structure (the ωB97M-V functional and the def2-TZVPD basis, the Open Molecules 2025 dataset).

```
94
Properties=species:S:1:pos:R:3
Tc -0.623 -2.061 -0.147
C 1.154 -1.665 3.821
C 0.252 -1.825 2.644
N 0.639 -2.306 1.483
N 1.882 -2.864 1.334
C 2.076 -3.738 0.319
N 3.178 -4.481 0.291
S 0.932 -3.830 -0.929
C -1.141 -1.462 2.685
C -1.835 -1.297 3.892
C -3.192 -1.057 3.879
C -3.826 -0.930 2.646
C -3.085 -1.103 1.494
N -1.780 -1.393 1.484
H 2.144 -1.333 3.511
H 1.264 -2.595 4.380
H 0.759 -0.912 4.499
H 2.515 -2.887 2.134
H 3.819 -4.542 1.069
H 3.330 -5.117 -0.481
H -1.313 -1.390 4.831
H -3.748 -0.979 4.799
H -4.883 -0.726 2.583
H -3.566 -1.004 0.533
Br -2.450 -3.634 -1.087
C -3.569 -2.305 -1.931
C -4.778 -2.651 -2.477
C -5.552 -1.649 -3.078
C -5.105 -0.352 -3.096
C -3.883 0.010 -2.490
C -3.476 1.357 -2.415
C -2.315 1.685 -1.763
C -1.517 0.685 -1.192
C -1.823 -0.665 -1.255
C -3.058 -0.994 -1.897
H -5.132 -3.669 -2.452
H -6.501 -1.907 -3.521
H -5.694 0.419 -3.569
H -4.106 2.119 -2.848
H -1.999 2.715 -1.692
H -0.641 1.000 -0.646
C 4.244 0.051 0.506
Si 3.738 1.348 -0.808
C 4.124 3.124 -0.259
C 4.415 0.872 -2.515
C 1.801 1.167 -0.866
Te 1.567 -0.875 -1.415
C 0.932 -0.513 -3.410
Si 1.337 -2.011 -4.588
C -0.030 -3.316 -4.346
C 3.076 -2.634 -4.097
C 1.346 -1.310 -6.352
H 5.255 0.228 0.857
H 4.216 -0.957 0.091
H 3.587 0.088 1.373
H 5.197 3.278 -0.244
H 3.753 3.348 0.737
H 3.704 3.857 -0.941
H 5.498 0.792 -2.500
H 4.168 1.617 -3.265
H 4.014 -0.086 -2.843
H 1.340 1.825 -1.594
H 1.387 1.359 0.121
H 1.483 0.369 -3.730
H -0.130 -0.268 -3.404
H -0.042 -3.762 -3.355
H 0.105 -4.123 -5.059
H -1.014 -2.894 -4.533
H 3.188 -2.761 -3.017
H 3.846 -1.944 -4.435
H 3.294 -3.589 -4.566
H 0.357 -0.984 -6.658
H 1.668 -2.069 -7.057
H 2.021 -0.466 -6.454
C 1.692 3.069 3.778
N 0.344 3.598 3.775
C 0.249 4.984 4.192
C -0.654 2.906 3.229
S -0.264 1.528 2.281
N -1.943 3.214 3.387
C -2.488 3.905 4.541
C -2.958 2.675 2.507
H 2.226 3.474 4.636
H 2.220 3.345 2.861
H 1.665 1.983 3.855
H 1.132 5.513 3.832
H 0.226 5.076 5.280
H -0.627 5.461 3.763
H -1.759 3.971 5.342
H -3.345 3.336 4.907
H -2.837 4.905 4.277
H -2.515 2.377 1.558
H -3.708 3.445 2.329
H -3.449 1.806 2.954
```

Its multiplicity is 2. As for the frontier orbital gap (spin up / spin down): 4.173 / 4.621 eV. As for the charge: +3. The value obtained for the energy is -5837.10748 hartree.

Atom charges from the Mulliken analysis, given in e for atoms 1 to 2: atom 1 (Tc): -1.196, atom 2 (C): -2.180

---

No. 4
# C31H51BFN5O41S9

A 10-piece molecular cluster, C31H51BFN5O41S9 overall (the ωB97M-V functional and the def2-TZVPD basis, the Open Molecules 2025 dataset).

```
139
Properties=species:S:1:pos:R:3
C 5.024 3.403 2.550
C 3.627 3.063 1.751
C 3.267 1.575 1.083
C 4.420 0.386 1.246
C 5.416 0.527 -0.090
N 5.311 -0.649 -1.038
N 5.051 1.772 -0.869
N 6.877 0.672 0.376
C 1.835 1.274 0.274
C 1.495 -0.219 -0.393
B 0.100 -0.885 0.233
O -0.192 -0.920 1.694
O -0.878 -1.441 -0.765
C 0.734 2.520 0.097
O -0.563 2.392 -0.586
C -0.341 2.715 -2.028
N -0.502 3.315 -3.188
C 1.149 3.971 0.736
C 2.533 4.269 1.563
C 2.621 5.813 2.109
O 3.575 6.377 2.854
N 1.330 6.398 1.523
F 0.698 7.214 2.429
C 0.404 5.432 0.758
O -0.778 5.736 0.177
H 4.916 4.188 3.415
H 5.781 3.888 1.766
H 5.580 2.454 2.978
H 5.019 0.473 2.259
H 3.915 -0.692 1.271
H 6.029 -1.374 -0.780
H 5.619 -0.304 -1.991
H 4.519 1.566 -1.744
H 5.863 2.408 -1.029
H 7.037 1.639 0.776
H 7.100 -0.025 1.125
H 2.375 -0.991 -0.245
H 1.378 -0.094 -1.570
H -0.849 -0.182 1.932
H -0.746 -0.866 -1.598
O 5.912 -0.577 -3.789
S 5.435 -0.681 -5.151
O 5.433 0.433 -6.071
O 3.940 -1.330 -5.117
C 3.927 -2.533 -5.884
C 5.348 -3.082 -5.806
O 6.195 -1.937 -5.862
H 3.659 -2.277 -6.914
H 3.190 -3.233 -5.481
H 5.575 -3.770 -6.624
H 5.524 -3.585 -4.849
O 7.593 6.100 -3.885
S 6.797 4.935 -3.566
O 6.892 4.239 -2.304
O 6.977 3.851 -4.771
C 5.702 3.557 -5.339
C 4.862 4.814 -5.129
O 5.231 5.297 -3.839
H 5.277 2.704 -4.801
H 5.806 3.303 -6.398
H 3.789 4.609 -5.171
H 5.115 5.585 -5.864
O 3.410 -2.761 -11.207
S 3.039 -1.986 -10.044
O 2.877 -2.565 -8.731
O 1.695 -1.137 -10.407
C 1.954 0.257 -10.243
C 3.448 0.427 -10.507
O 4.063 -0.721 -9.928
H 1.702 0.531 -9.214
H 1.343 0.842 -10.936
H 3.847 1.343 -10.064
H 3.662 0.420 -11.581
O -1.584 9.797 -4.241
S -1.760 8.390 -4.527
O -2.000 7.881 -5.857
O -2.916 7.811 -3.533
C -2.378 6.749 -2.747
C -0.888 7.053 -2.614
O -0.501 7.579 -3.882
H -2.542 5.809 -3.285
H -2.878 6.703 -1.775
H -0.302 6.164 -2.370
H -0.710 7.826 -1.859
O 0.259 0.956 5.357
S -1.051 0.758 4.777
O -1.283 0.714 3.352
O -2.069 1.849 5.435
C -3.146 1.168 6.076
C -2.577 -0.181 6.508
O -1.708 -0.576 5.448
H -3.951 1.041 5.346
H -3.514 1.751 6.925
H -3.356 -0.930 6.667
H -1.976 -0.082 7.418
O -5.603 -0.801 6.080
S -6.778 -1.352 5.441
O -7.848 -1.987 6.175
O -6.288 -2.362 4.259
C -6.815 -1.922 3.009
C -6.977 -0.410 3.144
O -7.422 -0.201 4.482
H -7.783 -2.410 2.856
H -6.139 -2.193 2.193
H -7.697 -0.003 2.430
H -6.016 0.102 3.024
O -3.944 -2.747 8.199
S -4.255 -3.572 9.345
O -3.321 -3.805 10.423
O -4.793 -5.012 8.804
C -6.108 -5.247 9.304
C -6.723 -3.864 9.498
O -5.661 -3.047 9.984
H -6.020 -5.777 10.258
H -6.680 -5.858 8.600
H -7.557 -3.874 10.204
H -7.061 -3.445 8.543
O -4.756 -2.484 -1.866
S -5.323 -3.188 -0.737
O -6.117 -2.538 0.279
O -4.129 -4.024 -0.007
C -4.456 -5.412 0.003
C -5.339 -5.631 -1.223
O -6.160 -4.468 -1.305
H -5.004 -5.627 0.926
H -3.547 -6.018 -0.029
H -5.953 -6.531 -1.139
H -4.738 -5.685 -2.137
O -3.898 -8.307 2.107
S -3.689 -7.889 3.476
O -4.407 -8.459 4.592
O -3.835 -6.266 3.539
C -2.626 -5.699 4.039
C -1.521 -6.673 3.637
O -2.091 -7.970 3.795
H -2.709 -5.626 5.129
H -2.470 -4.702 3.619
H -0.627 -6.567 4.255
H -1.252 -6.549 2.582
```

Its multiplicity is 1. As for the frontier orbital gap: 6.989 eV. Its SMILES is Cc1c(CC(N)(N)N)c(CB(O)O)c(OC#N)c2c1C(=O)N(F)C2=O.O=S1(=O)OCCO1.O=S1(=O)OCCO1.O=S1(=O)OCCO1.O=S1(=O)OCCO1.O=S1(=O)OCCO1.O=S1(=O)OCCO1.O=S1(=O)OCCO1.O=S1(=O)OCCO1.O=S1(=O)OCCO1. As for the charge: 0. The value obtained for the energy is -8278.12176 hartree.

Atom charges from the Mulliken analysis, given in e for atoms 1 to 2: atom 1 (C): -1.084, atom 2 (C): 0.254

---

It is found that the maximum force values, taken in the order of the records, are 6.547; 1.619; 1.770; 11.853 eV/A.